[1]
C32H29CeClN8O8S | the ωB97M-V functional and the def2-TZVPD basis

Cartesian coordinates (Å):
C1 1.269 3.355 -2.020
H1 4.671 2.283 1.401
C2 -2.062 5.059 -2.621
N1 0.444 -2.186 -1.255
C3 3.339 0.852 0.671
N2 0.658 -4.376 -1.131
C4 -0.653 -4.144 -1.086
C5 -0.206 3.695 -1.973
H2 -0.070 5.375 -3.245
H3 3.301 -3.956 -1.031
H4 -4.942 2.635 -1.421
C6 -0.860 -2.357 3.271
H5 -3.919 4.403 -1.737
C7 4.461 1.648 0.547
H6 1.689 -2.173 2.507
C8 -2.379 -0.654 1.780
H7 1.544 2.441 -1.438
H8 1.012 -5.329 -1.264
H9 3.061 -3.121 -2.568
C9 -0.719 4.760 -2.675
C10 3.323 0.074 3.044
O1 -3.170 -2.384 -1.326
C11 -2.028 -2.016 -1.303
H10 3.125 -0.327 -2.317
C12 1.331 -3.185 -1.318
C13 -3.167 0.268 0.939
N3 -1.048 -0.769 1.427
C14 0.110 0.958 4.318
C15 -3.104 2.073 -0.496
H11 5.022 0.972 -2.657
O2 -0.219 -0.647 -4.735
C16 -2.152 -2.251 3.633
H12 2.574 -0.346 4.997
H13 -2.587 -2.702 4.532
O3 -1.153 -6.375 -0.873
H14 1.769 4.203 -1.590
N4 2.761 0.188 -0.286
O4 -2.885 -5.025 -1.100
C17 -0.835 -2.794 -1.246
H15 -0.175 -0.005 4.684
O5 0.921 1.484 -4.750
C18 2.797 -3.107 -1.528
C19 -2.268 3.141 -1.230
H16 1.665 3.253 -3.047
O6 1.055 0.056 -2.809
C20 -2.941 -1.449 2.789
C21 -5.254 1.136 0.201
Cl1 0.189 0.496 -3.982
H17 4.299 -0.333 2.998
Ce1 -0.235 0.519 -0.752
C22 3.456 0.207 -1.427
O7 -0.921 1.135 -3.203
H18 -3.976 -1.312 3.014
C23 -4.532 0.316 1.055
C24 -1.609 -5.266 -0.987
N5 -2.463 1.166 0.205
H19 -0.214 -2.948 3.899
C25 -4.523 2.006 -0.627
N6 -0.969 2.842 -1.282
N7 1.375 0.822 3.625
N8 2.775 0.752 1.974
C26 -2.889 4.215 -1.877
H20 -5.056 -0.353 1.737
C27 0.974 -2.185 1.679
S1 0.522 2.248 1.503
H21 -6.376 1.084 0.207
H22 -2.423 5.798 -3.263
C28 4.607 0.996 -1.674
H23 1.406 -1.634 0.893
C29 2.461 0.077 4.044
C30 5.106 1.843 -0.676
C31 -0.351 -1.638 2.126
H24 0.141 1.581 5.167
C32 1.566 1.204 2.356
H25 5.784 2.625 -0.719
H26 3.271 -2.241 -1.006
H27 0.859 -3.267 1.448
H28 -0.564 1.427 3.667
H29 -3.011 -4.068 -1.334
O8 -1.789 -0.748 -1.458

Values from the calculation:
Orbital gap (spin up / spin down) ... 6.3 / 6.3 eV
DFT total energy ... -3609.7300 Ha
ΔE to the lowest compared entry with this formula, charge and spin ... 97.6 kJ/mol
Net charge ... +2
HOMO (spin up / spin down) ... -14.18 / -14.18 eV

[2]
C32H29Cl2N2O5Pr | the ωB97M-V functional and the def2-TZVPD basis

Cartesian coordinates (Å):
Cl1 8.158 0.341 -1.617
H1 -3.623 -0.827 -1.242
C1 -3.441 -0.495 5.391
H2 -1.980 -3.288 -3.265
H3 -3.617 -0.797 6.430
H4 -0.741 -4.160 4.442
H5 -4.692 1.234 5.413
C2 -2.536 -1.220 4.544
C3 -2.789 0.437 2.728
C4 -2.082 -0.660 3.285
H6 -3.636 2.521 1.693
C5 6.522 0.098 -1.910
O1 1.299 -1.391 -0.205
C6 4.101 0.044 -4.876
C7 -2.039 -2.451 4.969
H7 -4.783 3.504 -0.386
H8 -2.492 3.962 -3.920
H9 3.685 -1.005 -0.335
C8 2.838 2.509 1.385
C9 -0.586 -2.540 3.074
O2 -0.999 1.026 -0.886
C10 6.012 0.254 -3.193
C11 2.675 1.495 3.395
H10 -3.620 -2.984 -3.969
Pr1 -1.157 -0.961 0.131
H11 6.130 -0.257 0.143
H12 3.277 3.078 0.524
O3 -0.110 -2.332 -1.676
C12 3.343 2.520 2.646
C13 -2.899 2.425 -0.397
H13 2.870 1.199 4.406
C14 -1.872 1.945 -1.233
H14 4.224 3.069 2.932
H15 -4.609 -2.790 -1.724
C15 -2.935 -2.677 -3.152
H16 6.667 0.723 -3.959
C16 -3.864 3.352 -0.882
H17 1.909 -3.093 -2.951
C17 4.746 -0.144 -3.551
C18 5.674 -0.314 -0.867
C19 -3.499 -2.804 -1.727
H18 0.997 0.171 2.827
C20 3.958 -0.738 -2.479
H19 -2.378 -2.780 5.913
Cl2 -4.637 5.232 -2.627
H20 -4.168 2.096 3.291
C21 -3.102 1.887 0.944
C22 1.641 0.982 2.539
C23 2.210 -2.401 -2.197
H21 3.146 0.588 -4.711
C24 1.057 -2.024 -1.273
H22 3.881 -0.878 -5.419
H23 -2.566 -1.649 -3.324
H24 -3.038 -3.640 -1.233
H25 0.239 -3.083 2.532
O4 2.744 -1.215 -2.891
C25 -4.037 0.636 4.880
C26 -3.672 3.914 -2.112
C27 -2.615 3.518 -2.924
C28 1.738 1.619 1.321
C29 -3.694 1.138 3.622
H26 1.097 1.478 0.425
C30 -1.088 -3.161 4.236
H27 4.744 0.603 -5.549
N1 -1.138 -1.395 2.559
N2 -2.535 0.788 1.424
C31 4.367 -0.660 -1.139
H28 -0.935 2.266 -3.255
H29 3.084 -2.814 -1.563
O5 -3.165 -1.587 -0.909
C32 -1.668 2.566 -2.515

Values from the calculation:
Spin multiplicity ... 3
Orbital gap (spin up / spin down) ... 2.3 / 2.5 eV
DFT total energy ... -3159.8659 Ha
ΔE to the lowest compared entry with this formula, charge and spin ... 114.0 kJ/mol
Net charge ... 0
HOMO (spin up / spin down) ... -4.35 / -4.44 eV

[3]
C32H29Cl2N6O3Re | the ωB97M-V functional and the def2-TZVPD basis

Cartesian coordinates (Å):
C1 3.165 -6.413 2.654
H1 3.458 -3.382 0.126
C2 1.844 1.624 1.203
C3 1.981 -4.115 -2.313
N1 1.479 -2.070 -1.131
C4 -1.408 0.355 -5.091
H2 -0.368 2.271 -1.346
N2 1.411 -2.787 3.482
H3 1.373 -6.080 -1.630
C5 -1.444 -0.107 -2.781
H4 1.318 -2.086 2.747
C6 0.846 -2.421 4.739
O1 -1.997 -0.407 -1.726
Cl1 3.301 -2.721 5.859
H5 2.313 -7.089 4.515
C7 0.087 -5.687 0.592
H6 2.369 0.695 -2.834
N3 -2.097 -0.004 -3.980
H7 -0.490 -3.203 0.879
C8 1.278 -5.025 -1.405
Re1 0.451 -0.293 -0.689
C9 1.027 -1.989 7.101
C10 2.428 -6.259 3.833
H8 -1.988 0.434 -6.001
C11 -3.553 -0.240 -4.012
C12 2.120 -2.795 -2.186
H9 -1.944 1.234 0.327
C13 2.860 -3.014 0.962
H10 -3.836 -0.511 -5.025
H11 0.449 0.889 -5.970
C14 -0.001 1.821 -0.434
C15 -0.417 1.134 1.859
O2 0.046 -2.433 -1.022
C16 -0.076 0.601 -5.071
H12 3.895 1.133 0.892
C17 0.912 1.342 2.193
N4 -0.086 0.128 -2.734
C18 0.316 -3.279 0.152
H13 -0.764 -1.346 8.074
C19 -0.887 1.298 0.538
H14 3.644 -7.358 2.436
H15 2.442 1.016 -4.530
C20 1.396 1.775 -0.151
O3 1.211 -1.225 0.973
H16 3.854 -5.508 0.829
C21 1.972 -3.961 3.196
H17 2.468 -4.574 -3.164
C22 3.277 -5.355 1.733
Cl2 -1.450 -2.121 3.341
C23 -0.313 -1.640 7.136
H18 -4.082 0.660 -3.706
H19 -1.124 0.851 2.629
C24 2.686 -4.141 1.955
H20 1.232 1.262 3.224
H21 3.414 -2.189 1.418
H22 1.243 -4.925 4.998
H23 2.678 -2.187 -2.882
H24 1.632 -1.955 7.996
C25 0.602 0.482 -3.835
C26 1.570 -2.423 0.431
C27 -0.495 -2.046 4.795
N5 -0.265 -6.417 1.406
H25 3.596 2.818 1.267
C28 3.289 1.798 1.511
H26 3.509 1.612 2.559
C29 1.842 -5.057 4.108
C30 -1.085 -1.659 5.982
H27 -2.133 -1.395 6.005
N6 1.910 0.714 -3.729
C31 0.584 -4.688 -0.309
H28 2.097 2.191 -0.864
C32 1.611 -2.372 5.903
H29 -3.793 -1.050 -3.332

Values from the calculation:
Spin multiplicity ... 4
Orbital gap (spin up / spin down) ... 6.9 / 5.9 eV
DFT total energy ... -2788.6949 Ha
ΔE to the lowest compared entry with this formula, charge and spin ... 0.0 kJ/mol
Net charge ... +3
HOMO (spin up / spin down) ... -16.42 / -16.40 eV

[4]
C32H29CoF6N3O6S4 | the ωB97M-V functional and the def2-TZVPD basis

Cartesian coordinates (Å):
H1 -3.468 -1.309 -2.523
H2 5.459 -1.345 1.432
H3 -4.276 -0.762 1.654
H4 -0.233 0.085 -6.421
C1 -0.416 2.107 -0.520
S1 0.838 -0.207 2.352
N1 -1.341 -0.689 0.042
C2 1.955 2.342 0.041
C3 -1.799 6.163 -0.513
H5 -5.748 -2.009 -1.415
C4 3.384 -1.008 1.830
C5 -2.246 -3.237 4.295
O1 0.761 -2.627 0.294
O2 -0.424 -4.761 0.155
C6 1.517 -0.523 -2.696
S2 3.181 -0.680 0.140
Co1 0.755 -0.390 0.103
C7 -4.047 -1.066 -0.491
H6 -2.331 3.163 -1.988
C8 -3.591 -0.813 0.819
C9 4.200 4.011 0.296
H7 4.693 -2.627 2.378
C10 -5.519 -1.152 -0.778
C11 1.562 -4.558 1.849
C12 -1.876 3.911 -1.347
S3 -1.805 -4.282 2.817
C13 -0.746 -0.868 -2.242
C14 -0.214 -0.938 -6.017
H8 2.177 -0.574 -4.731
C15 -0.225 4.514 0.279
O3 -1.121 -5.412 3.382
F1 -1.177 -2.738 4.916
H9 0.596 4.249 0.927
H10 3.968 4.376 -1.802
C16 4.741 -1.544 2.228
C17 1.336 -0.650 -4.054
F2 -2.908 -4.014 5.177
N2 -0.867 -3.227 2.107
H11 4.206 3.406 2.354
C18 3.583 3.849 -0.936
O4 -1.442 -1.595 -6.312
O5 -3.081 -4.518 2.208
C19 -2.235 -0.640 1.016
C20 0.022 -0.875 -4.537
H12 1.730 -0.993 4.766
N3 0.538 -0.626 -1.799
H13 -0.284 6.545 0.952
C21 -0.994 -0.980 -3.634
H14 2.240 1.917 2.114
C22 0.740 1.528 -0.146
H15 3.348 -0.272 4.626
F3 1.696 -4.172 3.119
H16 -3.209 5.471 -1.971
C23 -2.368 5.204 -1.340
C24 2.616 2.476 1.266
H17 2.504 -0.322 -2.298
H18 5.064 4.657 0.401
H19 -1.845 -0.425 2.004
C25 -0.795 3.528 -0.539
H20 1.995 2.898 -2.025
H21 -5.427 0.737 -1.239
H22 3.124 -2.016 4.400
C26 2.477 3.024 -1.063
H23 -1.236 1.466 -0.823
O6 -5.999 0.002 -1.483
C27 -1.753 -0.928 -1.250
C28 3.714 3.308 1.393
H24 -2.197 7.171 -0.486
C29 -3.131 -1.127 -1.511
H25 -2.000 -1.149 -3.987
F4 -3.058 -2.221 3.967
F5 2.702 -4.247 1.209
H26 5.108 -1.082 3.149
C30 -0.725 5.806 0.292
C31 2.674 -1.037 4.222
F6 1.454 -5.891 1.812
H27 0.627 -1.462 -6.491
S4 0.110 -3.714 0.977
H28 -1.586 -1.551 -7.259
C32 2.423 -0.802 2.748
H29 -6.074 -1.258 0.159

Values from the calculation:
Spin multiplicity ... 2
Orbital gap (spin up / spin down) ... 4.2 / 4.9 eV
DFT total energy ... -5427.2900 Ha
ΔE to the lowest compared entry with this formula, charge and spin ... 55.8 kJ/mol
Net charge ... -2
HOMO (spin up / spin down) ... -0.33 / -1.04 eV

[5]
C32H29F5MnN4O2S2SeTe | the ωB97M-V functional and the def2-TZVPD basis

Cartesian coordinates (Å):
C1 -22.047 9.553 5.610
C2 -20.759 7.775 6.618
C3 -20.589 5.460 12.011
C4 -12.974 10.246 8.825
C5 -21.205 6.663 11.683
C6 -16.148 5.635 11.544
C7 -20.523 7.669 11.056
C8 -21.674 8.210 5.672
O1 -18.555 8.481 10.074
N1 -17.122 12.110 8.078
F1 -16.480 12.687 15.228
N2 -16.828 6.161 9.318
C9 -17.614 6.494 7.233
H1 -11.869 11.626 6.843
H2 -9.951 10.948 4.447
H3 -11.287 10.883 3.238
S1 -18.694 6.138 5.909
H4 -16.324 12.700 10.400
H5 -12.791 11.332 8.928
F2 -18.343 11.238 16.627
C10 -20.437 10.059 7.281
C11 -17.700 10.707 15.576
C12 -13.336 6.756 5.165
C13 -12.947 8.131 5.655
C14 -11.058 11.065 4.306
C15 -21.391 10.519 6.369
S2 -16.302 7.526 6.696
C16 -12.852 9.810 7.401
C17 -12.192 10.657 6.501
C18 -16.673 11.256 9.011
H6 -18.736 4.405 12.102
F3 -15.342 11.766 13.133
F4 -17.641 7.637 13.738
H7 -20.974 8.614 10.757
C19 -12.274 8.977 4.812
H8 -17.477 11.699 7.276
N3 -16.172 11.771 10.140
H9 -16.806 13.061 8.038
H10 -20.966 5.722 6.098
H11 -20.190 6.028 7.749
H12 -14.367 6.747 4.814
C20 -20.191 8.717 7.484
C21 -19.222 7.462 10.682
C22 -16.350 9.567 13.361
H13 -21.572 11.589 6.214
F5 -18.978 8.731 15.759
H14 -19.460 8.495 8.243
H15 -15.131 5.731 11.154
C23 -16.150 10.895 13.755
H16 -12.101 8.613 3.797
H17 -11.267 12.134 4.516
C24 -17.186 6.153 10.607
H18 -16.229 6.151 12.473
N4 -17.887 6.048 8.412
Se1 -15.309 8.785 11.972
C25 -18.597 6.287 11.000
H19 -16.351 4.555 11.730
O2 -16.769 10.034 8.761
H20 -19.954 10.789 7.975
C26 -13.316 8.547 6.945
C27 -16.770 11.432 14.876
Te1 -14.496 7.310 8.229
H21 -13.270 5.967 5.908
H22 -22.246 6.854 11.994
H23 -12.220 9.715 9.423
C28 -18.026 9.435 15.149
H24 -22.797 9.874 4.870
H25 -13.913 10.055 9.292
C29 -17.329 8.874 14.079
C30 -19.248 5.308 11.731
H26 -22.148 7.433 5.044
H27 -12.695 6.448 4.336
C31 -11.881 10.243 5.214
Mn1 -16.665 8.248 9.720
H28 -21.126 4.735 12.586
C32 -20.351 6.375 6.725
H29 -15.747 11.144 10.857

Values from the calculation:
Spin multiplicity ... 4
Orbital gap (spin up / spin down) ... 6.9 / 7.1 eV
DFT total energy ... -6722.4414 Ha
ΔE to the lowest compared entry with this formula, charge and spin ... 0.0 kJ/mol
Net charge ... 0
HOMO (spin up / spin down) ... -7.49 / -7.66 eV

[6]
C32H29N3PS3Sc | the ωB97M-V functional and the def2-TZVPD basis

Cartesian coordinates (Å):
H1 4.445 -3.268 -4.173
H2 -5.429 2.007 -1.420
H3 -1.765 2.243 4.037
H4 4.968 0.590 1.065
C1 1.534 -0.130 3.808
H5 0.183 0.781 5.813
P1 1.132 -0.579 -1.703
H6 -4.305 -5.776 -1.216
C2 1.915 -1.208 -3.219
H7 3.884 3.480 -2.038
C3 -4.775 -3.708 -1.087
H8 -1.575 3.534 0.390
H9 -1.408 0.769 5.192
N1 -2.565 1.623 0.147
H10 -0.740 -0.691 5.598
C4 -2.621 -4.654 -0.582
C5 2.427 0.513 -1.104
C6 -0.939 -0.182 2.680
C7 -0.485 0.272 5.113
H11 3.058 -0.774 0.477
C8 2.973 -2.088 -3.099
H12 3.812 -2.512 -6.361
C9 0.086 0.185 3.736
H13 1.169 4.853 2.140
C10 2.653 1.699 -1.803
H14 1.848 -0.654 2.910
C11 -3.924 -4.785 -1.086
C12 3.745 2.505 -1.509
C13 4.348 0.941 0.241
C14 -2.399 2.916 -0.017
N2 -2.776 -1.006 0.119
H15 2.095 0.822 3.840
C15 -0.382 3.724 3.191
H16 1.991 1.951 -2.599
C16 -4.237 -2.501 -0.774
S1 -3.755 3.608 -0.862
C17 4.580 2.143 -0.462
C18 2.163 -1.244 -5.682
C19 -0.343 1.315 2.752
C20 0.725 3.913 2.243
S2 -0.495 0.595 -2.016
C21 3.590 -2.545 -4.242
C22 -0.941 2.496 3.409
H17 -1.941 -5.449 -0.509
C23 0.518 1.595 1.572
C24 3.257 0.149 -0.078
H18 -1.136 -3.328 0.327
Sc1 -0.944 0.119 0.600
C25 -3.825 -0.352 -0.334
C26 1.130 2.868 1.524
H19 -0.811 4.563 3.753
H20 0.717 -0.142 -4.533
C27 -4.472 2.090 -0.935
C28 3.231 -2.096 -5.535
H21 -5.738 -1.030 -1.073
H22 5.422 2.774 -0.129
H23 1.268 0.816 1.264
H24 -1.839 -0.428 3.260
N3 -4.776 -1.198 -0.851
H25 3.325 -2.446 -2.139
H26 1.889 -0.855 -6.600
C29 1.529 -0.803 -4.525
C30 -2.986 -2.331 -0.243
S3 0.775 -1.922 -0.347
C31 -3.759 1.135 -0.319
H27 -5.823 -3.812 -1.324
C32 -2.119 -3.394 -0.142
H28 1.919 3.049 0.795
H29 1.728 -0.744 4.675

Values from the calculation:
Orbital gap (spin up / spin down) ... 7.6 / 2.7 eV
DFT total energy ... -3697.7053 Ha
Net charge ... 0
HOMO (spin up / spin down) ... -7.14 / -4.08 eV

Question: Look up the net charge of the fifth one.
Answer: 0

Question: DFT total energy of number 6 (C32H29N3PS3Sc)?
Answer: -3697.7053 Ha

Question: Look up the DFT total energy of the first one.
Answer: -3609.7300 Ha